Version a
12 unconnected molecules or ions with the total composition H26NO11, computed with the ωB97M-V functional and the def2-TZVPD basis.

Last column: natural (NBO) charge in e.
Positions of all 38 atoms, in Å:
N (15.79, 18.19, 7.21)  -0.8827
H (15.79, 19.03, 6.61)  0.4570
H (15.50, 17.40, 6.66)  0.4457
H (15.09, 18.33, 7.98)  0.4632
H (16.74, 18.07, 7.68)  0.4854
O (17.67, 14.87, 7.44)  -0.9673
H (16.72, 14.92, 7.33)  0.4773
H (18.05, 15.31, 6.67)  0.4838
O (17.09, 20.10, 4.74)  -0.9348
H (17.15, 20.77, 4.09)  0.4854
H (16.55, 19.40, 4.30)  0.4524
O (16.42, 16.01, 4.97)  -0.9514
H (15.91, 15.19, 4.95)  0.4964
H (15.96, 16.57, 4.39)  0.4757
O (12.00, 16.94, 7.49)  -0.9803
H (12.45, 16.63, 6.70)  0.4651
H (12.61, 16.82, 8.22)  0.4953
O (12.99, 19.63, 7.02)  -0.9665
H (12.32, 18.95, 6.89)  0.5090
H (13.09, 20.00, 6.17)  0.4784
O (13.36, 17.64, 9.74)  -0.9675
H (12.88, 18.45, 9.72)  0.4853
H (13.96, 17.76, 10.49)  0.4978
O (17.54, 16.67, 9.82)  -0.9969
H (17.84, 16.03, 10.52)  0.4865
H (17.63, 16.15, 8.96)  0.4938
O (13.40, 17.15, 5.27)  -0.9462
H (13.39, 16.38, 4.74)  0.4776
H (12.62, 17.58, 5.00)  0.4909
O (15.06, 20.81, 8.21)  -0.9832
H (14.27, 20.26, 7.93)  0.4787
H (14.84, 21.10, 9.11)  0.4808
O (15.02, 15.18, 7.46)  -0.9630
H (14.30, 14.92, 6.90)  0.4818
H (14.89, 14.70, 8.28)  0.5074
O (18.33, 17.52, 5.81)  -0.9686
H (18.89, 17.97, 5.19)  0.4844
H (17.84, 16.94, 5.24)  0.4731

frontier orbital gap = 10.118 eV
total charge = +1



Version b
12 unconnected molecules or ions with the total composition H26NO11, computed with the ωB97M-V functional and the def2-TZVPD basis.

Last column: natural (NBO) charge in e.
Positions of all 38 atoms, in Å:
N (-0.47, -0.24, -0.61)  -0.8629
H (-0.31, -0.42, 0.44)  0.4824
H (0.26, 0.24, -1.09)  0.4597
H (-1.37, 0.22, -0.62)  0.4497
H (-0.53, -1.14, -1.04)  0.4409
O (-3.11, 2.08, -0.06)  -0.9229
H (-2.82, 2.08, -0.96)  0.4447
H (-2.24, 2.26, 0.26)  0.4809
O (-0.37, 0.82, -3.44)  -0.9734
H (-1.22, 1.25, -3.35)  0.4931
H (-0.25, 0.67, -4.34)  0.4869
O (1.31, -2.53, 0.73)  -0.9577
H (1.91, -2.07, 1.33)  0.4839
H (1.93, -2.94, 0.11)  0.4826
O (0.44, -0.12, 3.10)  -0.9705
H (0.39, -0.81, 3.73)  0.5110
H (1.23, 0.38, 3.30)  0.4758
O (-2.64, -1.37, 1.20)  -0.9643
H (-3.31, -2.05, 1.17)  0.5003
H (-2.93, -0.73, 1.84)  0.5015
O (0.99, -1.98, -2.86)  -0.9432
H (1.79, -2.12, -3.33)  0.4867
H (0.65, -1.18, -3.29)  0.4886
O (-0.37, 2.85, -1.10)  -0.9575
H (0.06, 3.57, -0.66)  0.4809
H (0.37, 2.71, -1.72)  0.4793
O (-0.78, -2.67, 2.63)  -0.9747
H (-1.51, -2.22, 2.17)  0.4712
H (-0.15, -2.71, 1.97)  0.4652
O (-0.77, 2.06, 1.73)  -0.9775
H (-0.03, 2.29, 1.21)  0.4687
H (-0.43, 1.31, 2.27)  0.4965
O (2.55, -0.53, -1.21)  -0.9667
H (2.92, -1.01, -0.52)  0.4613
H (2.09, -1.23, -1.71)  0.4750
O (1.99, 1.49, 0.88)  -0.9632
H (2.10, 2.06, 1.62)  0.4756
H (2.65, 1.73, 0.24)  0.4922

frontier orbital gap = 10.350 eV
total charge = +1



List of relative energies, unit hartree: version a 0.0000; version b 0.0036



Version a
4 unconnected molecules or ions with the total composition C3H13O5, computed with the ωB97M-V functional and the def2-TZVPD basis.

Last column: natural (NBO) charge in e.
Positions of all 21 atoms, in Å:
C (0.76, 1.78, 0.71)  -0.4405
C (1.71, 1.21, -0.29)  -0.0625
O (2.96, 0.95, 0.33)  -0.7413
C (-0.75, 1.77, 0.31)  -0.0849
O (-1.36, 1.08, 1.42)  -0.8133
H (1.06, 2.83, 0.91)  0.1746
H (0.89, 1.33, 1.73)  0.2276
H (1.31, 0.37, -0.84)  0.1739
H (1.85, 1.94, -1.13)  0.1444
H (3.06, 0.01, 0.48)  0.4713
H (-1.03, 2.82, 0.23)  0.1438
H (-1.12, 1.19, -0.58)  0.1849
H (-0.57, -3.34, -0.79)  0.4679
H (-0.27, -2.47, 0.27)  0.4928
O (-0.06, -3.44, 0.04)  -1.0240
H (-1.53, -1.60, -0.96)  0.5051
H (-0.83, -1.80, -2.44)  0.4399
O (-1.68, -1.84, -1.98)  -1.0455
H (-1.43, 0.12, 0.99)  0.5054
H (-1.59, -1.69, 1.22)  0.4562
O (-1.39, -1.23, 0.39)  -1.1756

frontier orbital gap = 8.809 eV
total charge = -1



Version b
4 unconnected molecules or ions with the total composition C3H13O5, computed with the ωB97M-V functional and the def2-TZVPD basis.

Last column: natural (NBO) charge in e.
Positions of all 21 atoms, in Å:
C (1.47, -0.43, 0.83)  -0.0588
O (1.53, -0.72, -0.56)  -0.7458
C (1.30, 1.08, 1.06)  -0.4390
C (0.12, 1.59, 0.24)  -0.0456
O (-0.97, 0.76, 0.21)  -0.8316
H (0.59, -0.92, 1.24)  0.1520
H (2.43, -0.75, 1.23)  0.1591
H (2.20, 1.66, 0.87)  0.1863
H (1.18, 1.27, 2.14)  0.1793
H (-0.10, 2.60, 0.68)  0.1156
H (0.52, 1.95, -0.72)  0.1384
H (-1.53, 0.65, -0.71)  0.5200
H (-0.85, -1.87, 2.15)  0.4703
H (-2.03, -0.90, 2.09)  0.4905
O (-1.67, -1.62, 2.58)  -0.9618
H (-0.78, -1.40, -2.17)  0.5131
H (-2.05, 0.40, -2.57)  0.4148
O (-2.10, -0.12, -1.75)  -1.2169
H (0.66, -0.57, -0.94)  0.4991
H (-0.01, -0.99, -3.29)  0.4487
O (0.09, -1.66, -2.61)  -0.9877

frontier orbital gap = 8.648 eV
total charge = -1



List of relative energies, unit hartree: version a 0.0019; version b 0.0000



Version a
A molecular structure, C15H35ClIrN2O7S2Si, computed with the ωB97M-V functional and the def2-TZVPD basis.

Last column: natural (NBO) charge in e.
Positions of all 64 atoms, in Å:
Ir (-0.25, 0.01, 0.31)  0.8765
C (0.25, -3.68, -0.87)  -0.6509
C (0.10, -2.43, -1.72)  0.3026
C (-0.57, -2.74, -3.05)  -0.6400
C (1.42, -1.73, -1.92)  -0.6381
O (-0.80, -1.45, -1.02)  -0.9062
Si (-2.50, -1.52, -0.82)  2.2142
S (-2.51, 0.13, 0.50)  -0.4575
O (-2.81, -2.97, -0.24)  -0.9800
C (-3.74, -3.54, 0.71)  0.2882
C (-3.82, -5.02, 0.38)  -0.6197
C (-5.09, -2.87, 0.53)  -0.6394
C (-3.18, -3.32, 2.11)  -0.6339
O (-3.30, -1.34, -2.20)  -0.9687
C (-3.56, -0.26, -3.14)  0.2855
C (-2.31, 0.57, -3.36)  -0.6376
C (-4.00, -0.94, -4.42)  -0.6190
C (-4.69, 0.58, -2.55)  -0.6314
H (0.97, -4.34, -1.35)  0.2281
H (-0.70, -4.20, -0.76)  0.2442
H (0.61, -3.43, 0.13)  0.2126
H (0.04, -3.48, -3.57)  0.2357
H (-0.65, -1.85, -3.66)  0.2206
H (-1.56, -3.17, -2.91)  0.2366
H (2.08, -2.39, -2.49)  0.2386
H (1.90, -1.50, -0.97)  0.2024
H (1.30, -0.80, -2.48)  0.2319
H (-4.17, -5.17, -0.63)  0.2212
H (-4.50, -5.53, 1.07)  0.2218
H (-2.83, -5.48, 0.48)  0.2125
H (-5.43, -2.97, -0.50)  0.2252
H (-5.03, -1.80, 0.78)  0.2115
H (-5.83, -3.32, 1.19)  0.2302
H (-2.20, -3.78, 2.20)  0.2124
H (-3.85, -3.77, 2.85)  0.2255
H (-3.09, -2.25, 2.33)  0.2201
H (-1.50, -0.04, -3.75)  0.2048
H (-1.98, 1.05, -2.44)  0.2152
H (-2.52, 1.36, -4.09)  0.2334
H (-3.19, -1.56, -4.82)  0.2117
H (-4.26, -0.20, -5.17)  0.2210
H (-4.86, -1.58, -4.24)  0.2232
H (-4.38, 1.04, -1.61)  0.2173
H (-5.57, -0.03, -2.38)  0.2212
H (-4.95, 1.39, -3.24)  0.2245
C (4.23, -1.06, 1.88)  -0.4265
N (2.81, -1.42, 1.97)  -0.5512
C (1.80, -0.75, 2.49)  0.3961
S (0.17, -1.35, 2.07)  -0.0260
N (1.89, 0.28, 3.29)  -0.5337
C (3.04, 0.90, 3.93)  -0.4261
H (4.62, -1.51, 0.97)  0.2349
H (4.80, -1.44, 2.73)  0.2190
H (4.34, 0.01, 1.81)  0.2247
H (2.53, -2.25, 1.47)  0.4291
H (1.00, 0.74, 3.46)  0.4391
H (3.83, 0.17, 4.09)  0.2200
H (2.72, 1.27, 4.91)  0.2376
H (3.42, 1.74, 3.35)  0.2237
O (2.02, 0.87, -0.12)  -0.8246
Cl (1.19, 2.07, -0.02)  2.4865
O (0.21, 2.03, -1.09)  -0.7782
O (1.92, 3.26, 0.06)  -0.7026
O (0.39, 1.83, 1.25)  -0.7898

frontier orbital gap = 7.429 eV
total charge = +1



Version b
A molecular structure, C15H35ClIrN2O7S2Si, computed with the ωB97M-V functional and the def2-TZVPD basis.

Last column: natural (NBO) charge in e.
Positions of all 64 atoms, in Å:
Ir (-0.05, -0.23, -0.15)  0.8107
C (4.28, -0.60, 1.59)  -0.6377
C (3.50, -0.92, 0.31)  0.2966
C (3.02, -2.35, 0.37)  -0.6372
C (4.34, -0.66, -0.93)  -0.6429
O (2.28, -0.05, 0.23)  -0.9923
Si (2.28, 1.61, 0.38)  2.2758
S (0.12, 1.82, 0.51)  -0.3790
O (2.90, 2.41, -0.85)  -0.9887
C (2.64, 2.72, -2.25)  0.3030
C (1.85, 4.02, -2.28)  -0.6316
C (1.87, 1.59, -2.91)  -0.6438
C (4.00, 2.89, -2.90)  -0.6246
O (2.93, 2.10, 1.76)  -0.9743
C (3.50, 3.37, 2.21)  0.2874
C (4.85, 3.57, 1.53)  -0.6370
C (3.67, 3.22, 3.71)  -0.6181
C (2.53, 4.49, 1.86)  -0.6408
H (5.07, -1.34, 1.70)  0.2312
H (3.63, -0.66, 2.46)  0.2260
H (4.73, 0.39, 1.56)  0.2224
H (3.88, -3.00, 0.55)  0.2318
H (2.57, -2.66, -0.57)  0.2237
H (2.31, -2.49, 1.18)  0.2217
H (5.21, -1.32, -0.92)  0.2349
H (4.69, 0.37, -0.97)  0.2218
H (3.76, -0.87, -1.83)  0.2206
H (0.88, 3.89, -1.78)  0.2126
H (1.65, 4.32, -3.31)  0.2275
H (2.40, 4.81, -1.79)  0.2193
H (0.88, 1.47, -2.46)  0.2093
H (2.41, 0.64, -2.82)  0.2173
H (1.73, 1.80, -3.97)  0.2346
H (4.57, 3.67, -2.38)  0.2202
H (3.89, 3.19, -3.94)  0.2243
H (4.57, 1.96, -2.86)  0.2150
H (5.52, 2.73, 1.75)  0.2149
H (5.31, 4.48, 1.89)  0.2263
H (4.73, 3.65, 0.44)  0.2247
H (4.32, 2.38, 3.94)  0.2191
H (2.70, 3.05, 4.19)  0.2142
H (4.11, 4.13, 4.13)  0.2219
H (2.38, 4.56, 0.78)  0.2164
H (2.92, 5.44, 2.21)  0.2318
H (1.56, 4.31, 2.35)  0.2137
C (-3.32, -2.91, 0.80)  -0.4171
N (-3.12, -1.81, 1.76)  -0.5451
C (-2.69, -0.60, 1.47)  0.3866
S (-2.34, -0.12, -0.19)  -0.0450
N (-2.56, 0.29, 2.44)  -0.5425
C (-2.84, 0.04, 3.84)  -0.4435
H (-4.02, -3.62, 1.25)  0.2243
H (-2.38, -3.41, 0.58)  0.2267
H (-3.75, -2.53, -0.12)  0.2385
H (-3.33, -2.02, 2.72)  0.4119
H (-2.22, 1.20, 2.15)  0.4367
H (-3.87, -0.29, 3.98)  0.2145
H (-2.70, 0.97, 4.39)  0.2455
H (-2.15, -0.71, 4.25)  0.2153
O (0.96, -3.41, -2.06)  -0.7188
Cl (-0.09, -2.60, -1.60)  2.5148
O (0.17, -1.15, -2.00)  -0.7763
O (-1.36, -3.01, -2.02)  -0.7284
O (-0.05, -2.42, -0.11)  -0.8208

frontier orbital gap = 7.453 eV
total charge = +1



List of relative energies, unit hartree: version a 0.0132; version b 0.0000